Molecular formula: C23H44NP3PbSe
Method: DFT, ωB97M-V with the def2-TZVPD basis set

Output
LUMO energy (spin up / spin down)   -16.04 / -15.81 eV
Charge   +4
Relative energy (zero: lowest compared OMol25 entry of this formula, charge and spin)   82.31 kcal/mol
Maximum force   4.3 eV Å⁻¹

Each line ends with the Mulliken charge.
Atoms and positions in Å:
Pb  -1.7962  0.7227  -0.9670  1.08
P  -1.4987  -2.0642  0.5381  0.60
P  1.3406  -0.2066  1.4393  0.75
P  1.2599  -1.3313  -1.5954  0.60
H  -3.0431  4.3663  -6.5581  0.45
C  -3.1820  3.4460  -7.1458  -0.57
C  -3.9880  2.4565  -6.7100  -0.52
H  -4.7448  2.6459  -5.9505  0.32
C  -2.9963  -1.8699  1.5844  -1.23
C  -0.6725  -3.3655  1.5264  -1.52
C  -2.2285  -3.0572  -0.8195  -1.16
C  2.7173  1.0166  1.6231  -1.46
C  0.8085  0.0162  3.1914  -1.16
C  2.4471  -1.6309  1.8337  -1.45
C  0.9580  -1.4402  -3.4149  -1.23
C  1.5946  -3.1172  -1.4172  -1.43
C  3.0327  -0.9105  -1.8736  -1.24
H  -2.6390  3.4408  -8.1025  0.28
H  -3.9584  1.4405  -7.1000  0.29
H  -3.7268  -1.2311  1.0651  0.40
H  -2.6914  -1.3880  2.5251  0.35
H  -3.4624  -2.8374  1.8021  0.54
H  -0.3426  -2.9461  2.4890  0.41
H  0.1855  -3.8067  0.9985  0.32
H  -1.4201  -4.1458  1.7087  0.58
H  -2.9649  -2.4450  -1.3675  0.41
H  -2.7393  -3.9131  -0.3556  0.47
H  -1.4631  -3.4207  -1.5181  0.29
H  3.3142  0.6658  2.4750  0.58
H  2.3310  2.0102  1.8580  0.40
H  3.3371  1.0603  0.7265  0.38
H  1.7202  -0.0690  3.7886  0.59
H  0.0980  -0.7580  3.4969  0.39
H  0.3701  1.0028  3.3302  0.31
H  2.9502  -1.3078  2.7400  0.65
H  3.1977  -1.8116  1.0616  0.42
H  1.8820  -2.5381  2.0489  0.36
H  1.8273  -1.9831  -3.8163  0.62
H  0.8951  -0.4651  -3.8940  0.36
H  0.0510  -1.9973  -3.6303  0.39
H  2.2078  -3.3471  -2.2877  0.59
H  0.6807  -3.7081  -1.4586  0.44
H  2.1622  -3.3514  -0.5155  0.40
H  3.4052  -1.6688  -2.5782  0.60
H  3.6526  -0.9627  -0.9734  0.34
H  3.1510  0.0693  -2.3281  0.38
C  0.2846  2.6782  -3.2589  1.26
C  -1.0565  2.7329  -3.6511  -0.52
C  -1.3351  3.1761  -4.9367  -0.17
C  -0.3747  3.7729  -5.7307  -0.09
C  0.9526  3.8448  -5.2648  -0.88
C  1.2893  3.2723  -4.0301  -0.60
Se  0.7647  1.5932  -1.6831  0.10
H  -0.1217  0.2744  -2.1392  -0.12
H  -1.8591  2.4268  -2.9950  0.24
H  -2.3412  3.0324  -5.3101  -0.06
H  -0.6692  4.1701  -6.7034  0.38
H  1.6967  4.3595  -5.8605  0.43
H  2.3085  3.2983  -3.6541  0.47
C  -2.2286  5.1182  4.4660  -1.34
C  -1.8376  4.1158  3.3974  0.86
C  -0.7056  4.2855  2.6022  -0.85
C  -0.4356  3.3359  1.6087  -0.40
N  -1.2333  2.2970  1.3636  0.27
C  -2.2764  2.0774  2.1915  -0.34
C  -2.5976  2.9421  3.2302  -0.87
H  -1.4974  5.2358  5.2804  0.34
H  -2.4171  6.1547  4.1184  0.37
H  -3.1613  4.7677  4.9166  0.36
H  -0.0737  5.1527  2.7914  0.50
H  0.3763  3.4178  0.8949  0.56
H  -2.8389  1.1813  1.9662  0.31
H  -3.4325  2.7815  3.8970  0.43

Atoms 1-3, force components in eV/Å:
-1.1 0.7 2.4
-1.4 -0.9 0.3
2.5 0.0 2.7


Molecular formula: C4H8O2S
Method: DFT, ωB97M-V with the def2-TZVPD basis set

Output
LUMO energy   -0.58 eV
Relative energy (zero: lowest compared OMol25 entry of this formula, charge and spin)   162.62 kcal/mol
Maximum force   7.1 eV Å⁻¹

Each line ends with the Mulliken charge.
Atoms and positions in Å:
C  1.1804  0.0169  0.1972  -0.59
C  0.2858  -1.0636  0.9740  -0.56
C  -0.8873  0.2249  -0.8741  -0.63
C  0.2505  1.0766  -0.5671  0.36
H  2.6267  0.2519  -1.1337  0.37
H  1.8786  0.6501  0.8702  0.56
H  0.3348  -0.5341  1.9065  0.28
H  0.9936  -1.9916  0.8700  0.32
H  -1.7557  1.1118  -0.8000  0.29
H  -1.1112  -0.3310  -1.8834  0.33
H  0.6681  1.4173  -1.4780  0.28
H  0.7180  2.0109  1.2940  0.34
O  1.7707  -0.6435  -0.9344  -0.56
O  -0.2572  2.2349  0.1850  -0.60
S  -1.3398  -1.0529  0.4981  -0.18

Atoms 1-3, force components in eV/Å:
-1.3 1.2 -1.4
5.4 1.1 0.2
-6.9 0.3 -1.6


Molecular formula: C10H15ClNP
Method: DFT, ωB97M-V with the def2-TZVPD basis set

Output
LUMO energy   -0.85 eV
SMILES   Cl/P=C1\C=CC=CC1.C/C=N/CC
Relative energy (zero: lowest compared OMol25 entry of this formula, charge and spin)   24.13 kcal/mol
Maximum force   5.5 eV Å⁻¹

Each line ends with the Mulliken charge.
Atoms and positions in Å:
C  -4.1451  1.3886  1.3663  -0.38
C  -3.3583  0.5691  2.2085  -0.53
C  -3.6403  1.8926  0.2777  -0.63
C  -2.0028  0.4468  2.0553  -0.43
C  -2.2869  1.5820  -0.1658  -0.45
C  -1.4053  0.9284  0.8635  0.82
C  2.0236  -3.5069  -0.4432  -1.08
C  2.5926  0.7211  -2.2268  -1.06
C  2.0512  -2.0124  -0.5452  0.56
C  3.2077  0.0782  -0.9606  0.04
N  3.1029  -1.4283  -0.9021  -0.58
P  0.2670  1.2120  0.6518  0.01
Cl  1.1089  0.4875  2.4107  -0.29
H  -5.1168  1.5566  1.6321  0.47
H  -3.9661  0.1086  2.9561  0.36
H  -4.2960  2.4067  -0.4053  0.33
H  -1.4422  -0.3249  2.7487  0.20
H  -1.7627  2.5419  -0.5432  0.33
H  1.4546  -3.8427  -1.1896  0.31
H  2.9897  -3.8962  -0.4815  0.35
H  1.4116  -3.7278  0.5590  0.25
H  2.2252  -0.0822  -2.7935  0.34
H  1.9478  1.6076  -1.9849  0.32
H  3.3560  1.1240  -2.8403  0.33
H  -2.3088  0.8282  -1.0036  0.26
H  1.2048  -1.3934  -0.1679  -0.04
H  4.2075  0.2194  -0.9396  0.45
H  2.5801  0.5154  -0.1365  -0.26

Atoms 1-3, force components in eV/Å:
1.1 -0.1 0.0
1.5 -0.3 0.5
-0.6 0.5 -1.6


Molecular formula: C29H36BN9OPbSSe
Method: DFT, ωB97M-V with the def2-TZVPD basis set

Output
LUMO energy (spin up / spin down)   -8.75 / -9.56 eV
Charge   +2
Relative energy (zero: lowest compared OMol25 entry of this formula, charge and spin)   46.54 kcal/mol
Maximum force   3.7 eV Å⁻¹

Each line ends with the Mulliken charge.
Atoms and positions in Å:
Pb  0.6384  1.6918  1.2068  1.28
C  1.2705  4.7381  -2.1632  -0.66
C  2.0713  4.5142  -1.0310  -0.30
N  1.3883  4.6636  0.1176  -0.77
N  0.1090  4.9264  -0.2060  0.75
C  0.0088  4.9651  -1.6193  -0.41
B  -0.9326  4.9847  0.9440  -0.27
N  -2.0974  3.9136  0.7788  0.55
C  -3.4581  4.0343  1.0534  -0.58
C  -4.1199  2.9333  0.5639  -0.91
C  -3.1065  2.1854  -0.0523  -0.21
N  -1.9096  2.7911  0.0057  -0.14
N  -0.3530  4.9221  2.3990  -0.01
C  -0.2101  5.8681  3.3725  0.15
C  0.5075  5.3605  4.4718  -0.73
C  0.8491  4.0361  4.0560  -0.49
N  0.4001  3.8272  2.7791  0.22
H  1.6061  4.7512  -3.1594  0.49
H  3.1450  4.3453  -1.0031  0.50
H  -0.9756  5.0957  -2.1322  0.43
H  -1.3932  6.1039  0.9319  -0.09
H  -3.8127  5.0001  1.4351  0.41
H  -5.1678  2.6492  0.6618  0.45
H  -3.1991  1.2924  -0.6352  0.44
H  -0.5366  6.8999  3.2843  0.46
H  0.8190  6.0472  5.2730  0.39
H  1.4577  3.2542  4.4598  0.47
O  -1.1419  0.4197  2.1868  -0.64
N  -0.8124  -0.5330  3.0831  0.49
C  -1.8959  -1.2177  3.6237  -0.29
C  -1.7000  -2.0372  4.7175  -0.67
C  -0.3903  -2.2185  5.2029  -0.19
C  0.6956  -1.6475  4.5405  -0.98
C  0.4934  -0.7123  3.4708  0.77
S  1.8108  0.3752  3.1979  -0.47
H  -2.8368  -1.1808  3.0895  0.45
H  -2.5251  -2.4661  5.2843  0.41
H  -0.1589  -2.8691  6.0429  0.42
H  1.6899  -1.8188  4.9986  0.40
C  4.7092  -5.0141  0.3965  -1.33
C  4.1794  -4.0348  -0.6301  -0.78
C  3.7772  -2.6499  -0.1735  -0.06
C  2.3705  -2.6151  0.3994  -0.59
N  1.2149  -2.4743  -0.5504  0.54
C  0.7767  -1.2805  -1.1207  -0.25
Se  1.8457  0.1949  -1.2165  0.00
N  -0.2765  -1.5868  -1.9092  0.45
C  -1.2550  -0.6206  -2.5795  -0.75
C  -1.2602  -0.8478  -4.1141  -0.67
C  -2.5408  -0.2521  -4.7489  -0.72
C  -2.4320  1.2745  -4.7061  -0.94
C  -0.5893  -2.9468  -1.7896  0.79
C  -1.4684  -3.7816  -2.4065  -0.68
C  -1.2563  -5.1428  -2.3804  -0.73
C  -0.1615  -5.7345  -1.6962  -0.81
C  0.6820  -4.8987  -0.9366  -0.82
C  0.4465  -3.5189  -1.0265  0.80
H  5.3639  -5.7345  -0.0977  0.39
H  4.0870  -5.5884  1.0623  0.34
H  5.2946  -4.4498  1.0717  0.36
H  3.3477  -4.4667  -1.1094  0.37
H  5.0237  -3.9018  -1.2872  0.38
H  3.9168  -2.0811  -1.1040  0.24
H  4.4813  -2.2174  0.5775  0.40
H  2.2661  -1.7665  1.0421  -0.46
H  2.1911  -3.5060  1.0138  0.61
H  -1.0556  0.3980  -2.2384  0.38
H  -2.2477  -0.8830  -2.1825  0.31
H  -1.2174  -1.9743  -4.3730  0.41
H  -0.4055  -0.3150  -4.5130  0.34
H  -3.4654  -0.6036  -4.3656  0.45
H  -2.5591  -0.5148  -5.7676  0.44
H  -3.0257  1.7305  -3.8463  0.19
H  -2.7670  1.7245  -5.6413  0.35
H  -1.4158  1.5583  -4.4090  0.27
H  -2.2539  -3.3683  -3.0513  0.47
H  -1.9097  -5.8580  -2.9054  0.39
H  -0.1383  -6.8824  -1.6263  0.32
H  1.5001  -5.2586  -0.2920  0.48

Atoms 1-3, force components in eV/Å:
-1.0 0.0 0.0
-1.0 -0.1 2.3
0.2 0.5 0.6